Here is a molecular structure, C5H8O2 from OMol25. Energies are from ωB97M-V/def2-TZVPD.

Structure (ORCA input):
```
! wB97M-V def2-TZVPD RIJCOSX def2/J DEFGRID3
* xyz 0 1
H -1.38 0.11 -1.51
H 0.81 0.89 -1.60
H 0.43 -0.72 -0.65
C 1.33 -0.15 0.20
C -1.16 0.86 0.58
H -1.76 0.89 1.48
H 0.38 -1.43 1.82
C -1.54 -0.13 -0.47
H 2.61 0.46 -1.41
H -0.71 1.79 0.26
C -0.34 -0.41 0.44
H -2.38 -0.80 -0.27
O -0.48 -1.42 1.35
O 1.97 -0.66 1.11
C 1.59 0.36 -1.06
*
```

Values from the calculation:
- gap between HOMO and LUMO (eV) = 9.63
- energy relative to the best compared isomer or geometry (same formula, charge and spin) (kJ/mol) = 465.16
- LUMO level (eV) = 0.8
- E_tot (Eh) = -345.6278

Löwdin population analysis, charges in e, atoms 1 to 8: 0.109, 0.065, 0.222, -0.502, -0.042, 0.121, 0.105, -0.046